Record 1
{
  "formula": "C22H26BrCuN2O4PS2",
  "method": "ωB97M-V with the def2-TZVPD basis set",
  "symbols": ["Cu", "Br", "C", "C", "C", "C", "O", "C", "C", "N", "C", "C", "C", "C", "C", "C", "C", "C", "N", "C", "C", "H", "H", "H", "H", "H", "H", "H", "H", "H", "H", "C", "C", "O", "P", "S", "S", "O", "C", "C", "H", "H", "H", "H", "H", "H", "H", "H", "H", "H", "C", "C", "O", "H", "H", "H", "H", "H", "H"],
  "positions_angstrom": [[1.047, 0.977, -0.738], [7.103, -2.776, -1.167], [5.803, -1.420, -1.333], [5.644, -0.796, -2.553], [4.734, 0.191, -2.636], [3.819, 0.612, -1.565], [2.882, 1.375, -1.865], [4.049, -0.054, -0.327], [3.323, 0.200, 0.877], [2.418, 1.128, 0.987], [1.928, 1.448, 2.261], [2.661, 1.428, 3.415], [2.064, 1.844, 4.633], [0.775, 2.308, 4.582], [0.010, 2.360, 3.380], [-1.312, 2.861, 3.397], [-1.968, 2.961, 2.213], [-1.280, 2.619, 1.021], [-0.028, 2.186, 0.953], [0.575, 1.988, 2.176], [5.081, -1.064, -0.250], [6.110, -1.206, -3.418], [4.427, 0.561, -3.605], [3.573, -0.453, 1.697], [3.667, 1.118, 3.430], [2.608, 1.802, 5.574], [0.346, 2.564, 5.520], [-1.749, 3.179, 4.360], [-2.968, 3.260, 2.150], [-1.741, 2.845, 0.063], [5.354, -1.567, 0.648], [-0.698, -4.335, -2.483], [-1.749, -3.565, -1.737], [-1.323, -3.167, -0.367], [-1.080, -1.644, 0.074], [-0.262, -1.570, 1.866], [-0.131, -0.768, -1.502], [-2.582, -1.059, 0.034], [-3.492, -1.283, 1.151], [-3.711, -0.022, 1.961], [-1.109, -4.863, -3.321], [-0.264, -5.185, -1.859], [0.104, -3.670, -2.740], [-2.609, -4.163, -1.487], [-2.035, -2.714, -2.298], [-3.046, -2.014, 1.811], [-4.405, -1.671, 0.744], [-2.801, 0.407, 2.383], [-4.411, -0.252, 2.759], [-4.100, 0.725, 1.295], [-3.690, 1.376, -4.188], [-2.985, 0.523, -3.091], [-2.943, 1.259, -1.876], [-3.764, 0.781, -5.071], [-3.111, 2.265, -4.431], [-4.677, 1.620, -3.836], [-2.009, 0.225, -3.463], [-3.565, -0.391, -2.937], [-2.508, 0.674, -1.271]],
  "atomic_forces_ev_per_a": [[0.2, 0.2, 0.4], [0.4, -0.4, 0.0], [0.5, -0.3, 0.8], [-0.5, 0.1, -0.3], [-1.4, 0.7, -0.4], [1.3, -1.2, -1.0], [-1.0, 0.8, 0.4], [0.9, -0.9, 0.8], [-0.4, 0.7, -0.8], [0.8, -0.6, 0.5], [-0.6, 0.3, -2.1], [-1.2, 0.3, 0.6], [-0.6, 0.2, -0.9], [0.7, -0.7, 0.2], [-0.4, 0.7, 1.3], [0.0, 0.1, 0.4], [1.2, -0.6, -0.2], [0.8, 0.4, -0.5], [-0.7, -0.3, 1.2], [1.3, -0.3, -0.2], [-0.8, 1.0, -0.5], [0.5, 0.0, -0.6], [0.3, 0.3, -0.1], [0.1, -0.2, 0.7], [1.1, -0.4, -0.3], [-0.1, 0.0, -0.2], [-0.7, 0.4, 0.5], [0.1, -0.3, -0.6], [-1.3, 0.6, -0.1], [-0.1, -0.3, 0.0], [-0.4, -0.1, 0.9], [0.9, -1.4, 1.9], [0.2, -0.4, 1.9], [0.3, -0.6, -0.9], [1.1, 0.2, -0.2], [-0.4, -0.1, -0.6], [-0.4, -0.2, 0.3], [-0.8, 0.5, 0.4], [1.3, 0.3, 0.3], [0.2, -0.1, -0.5], [-0.4, 0.2, -0.8], [-0.5, 1.2, -0.4], [0.4, 0.2, -0.4], [-0.5, -0.3, -0.4], [-0.4, 1.0, -0.4], [0.1, -0.5, 0.0], [-0.5, -0.1, -0.3], [0.1, -0.5, 0.0], [-0.2, 0.1, 0.1], [-0.5, 0.6, -0.2], [0.9, -0.6, 1.3], [-0.9, 0.8, -0.9], [-0.3, 0.4, -1.1], [-0.1, -0.4, -0.7], [-0.1, 0.1, 0.2], [-0.5, 0.4, 0.0], [0.3, 0.1, 0.3], [-0.1, -0.1, 0.0], [0.6, -0.6, 1.0]],
  "multiplicity": 1,
  "lumo_energy_ev": 2.419,
  "homo_lumo_gap_ev": 6.67,
  "charge": -1,
  "total_energy_ev": -180052.784,
  "relative_energy_ev": 0.4760
}

=====

Record 2
{
  "formula": "C23H46BN2O11P",
  "method": "ωB97M-V with the def2-TZVPD basis set",
  "symbols": ["C", "C", "O", "C", "O", "C", "C", "C", "C", "O", "C", "C", "C", "O", "B", "C", "O", "C", "O", "C", "C", "C", "C", "C", "C", "C", "C", "O", "O", "N", "C", "O", "C", "C", "P", "N", "O", "O", "H", "H", "H", "H", "H", "H", "H", "H", "H", "H", "H", "H", "H", "H", "H", "H", "H", "H", "H", "H", "H", "H", "H", "H", "H", "H", "H", "H", "H", "H", "H", "H", "H", "H", "H", "H", "H", "H", "H", "H", "H", "H", "H", "H", "H", "H"],
  "positions_angstrom": [[4.428, 1.682, 3.473], [4.356, 3.218, 3.560], [3.608, 3.804, 2.473], [2.256, 3.645, 2.675], [1.595, 4.420, 3.328], [1.582, 2.404, 2.041], [0.316, 2.895, 1.339], [-0.461, 1.821, 0.563], [0.368, 1.144, -0.545], [1.402, 0.313, -0.100], [1.273, -1.126, -0.143], [2.699, -1.685, -0.349], [3.608, -0.928, -1.330], [3.708, -1.556, -2.613], [0.909, -1.572, 1.381], [1.029, -3.051, 1.938], [0.527, -0.614, 2.286], [0.172, -1.689, -1.058], [-0.944, -1.838, -0.177], [-1.972, -2.703, -0.658], [-3.300, -2.433, 0.102], [-3.069, -2.875, 1.557], [-3.894, -1.018, -0.084], [-3.782, -0.096, 1.152], [-3.902, 1.403, 0.748], [-4.948, -0.360, 2.169], [0.414, -3.105, -1.636], [0.784, -4.020, -0.877], [0.109, -3.273, -2.843], [-0.157, -0.725, -2.168], [0.863, -0.622, -3.237], [1.653, 0.518, -3.098], [2.250, 0.856, -4.341], [-0.635, 0.565, -1.598], [-1.154, 1.806, -2.903], [-1.757, 1.140, -4.170], [0.017, 2.836, -3.236], [-2.292, 2.766, -2.266], [3.498, 1.272, 3.876], [4.417, 1.410, 2.414], [5.292, 1.281, 3.998], [5.362, 3.628, 3.497], [3.869, 3.532, 4.488], [1.344, 1.763, 2.889], [2.320, 1.975, 1.367], [-0.355, 3.332, 2.081], [0.539, 3.703, 0.631], [-1.243, 2.365, 0.013], [-0.992, 1.100, 1.187], [0.848, 1.998, -1.044], [2.740, -2.746, -0.593], [3.198, -1.599, 0.627], [4.624, -0.976, -0.907], [3.390, 0.128, -1.453], [4.167, -2.393, -2.513], [0.184, -3.616, 1.531], [1.915, -3.579, 1.584], [0.948, -3.115, 3.030], [0.513, -1.022, 3.157], [-2.199, -2.596, -1.725], [-1.786, -3.754, -0.425], [-3.998, -3.155, -0.340], [-2.718, -3.911, 1.544], [-3.977, -2.825, 2.158], [-2.274, -2.305, 2.047], [-3.576, -0.510, -1.003], [-4.976, -1.156, -0.203], [-2.844, -0.225, 1.694], [-3.395, 2.050, 1.464], [-4.952, 1.706, 0.732], [-3.539, 1.517, -0.275], [-5.498, 0.552, 2.392], [-4.484, -0.657, 3.118], [-5.584, -1.194, 1.873], [-0.976, -1.163, -2.605], [0.327, -0.544, -4.193], [1.499, -1.501, -3.347], [2.845, 0.035, -4.752], [1.456, 1.136, -5.046], [2.885, 1.721, -4.164], [-1.578, 0.422, -1.063], [-1.722, 0.128, -4.115], [-0.089, 3.633, -2.694], [-3.085, 2.212, -2.289]],
  "atomic_forces_ev_per_a": [[-1.0, 0.6, -0.4], [0.3, -0.4, 0.1], [-0.4, -0.3, 0.2], [-1.3, 0.0, 0.4], [1.1, -0.4, -0.5], [0.9, 1.8, 0.1], [-0.5, -0.6, -0.1], [0.0, 0.2, -0.4], [-0.6, 1.2, -0.1], [-0.2, -0.3, -1.0], [0.1, -0.6, 1.3], [0.6, 1.0, -0.1], [1.3, -0.9, 0.4], [-0.5, 0.5, -0.3], [-0.4, -0.9, 0.3], [-0.1, 0.1, -0.3], [0.3, 0.2, -0.4], [0.6, -0.6, 1.8], [-0.2, 0.7, -1.2], [-2.1, 0.0, 0.7], [0.9, 0.0, -0.1], [0.0, -0.1, -0.1], [-0.6, -0.1, 0.9], [-1.0, 1.0, 0.0], [-0.2, -0.8, -0.2], [1.4, -0.4, 0.6], [0.5, -2.6, -1.5], [0.0, 1.5, 0.5], [-0.3, 1.3, 0.1], [-1.1, 0.0, 0.4], [1.0, 0.0, -2.0], [-0.4, 0.0, 0.7], [-0.2, 0.3, -0.2], [0.5, 1.3, 0.7], [-0.5, -0.6, -1.5], [0.4, -0.5, 0.7], [-0.6, 0.3, 0.9], [1.0, -0.3, 0.6], [0.3, -0.2, 0.2], [0.5, -0.1, 0.1], [0.0, 0.0, 0.0], [-0.2, 0.2, 0.0], [0.3, 0.1, 0.0], [0.0, -0.3, -0.3], [-0.3, -0.4, 0.1], [0.1, 0.0, 0.0], [0.2, -0.1, 0.1], [0.0, 0.0, 0.2], [0.3, -0.1, 0.1], [0.4, -0.4, 0.0], [-0.5, 0.0, 0.1], [-0.1, 0.0, -0.1], [-0.2, 0.2, 0.1], [-0.4, -0.2, -0.2], [0.0, -0.1, 0.1], [0.1, 0.0, 0.0], [-0.1, 0.0, 0.1], [0.2, 0.1, -0.1], [-0.2, 0.1, 0.1], [0.5, 0.1, 0.0], [0.8, 0.1, -0.4], [0.1, 0.1, 0.0], [-0.2, 0.0, 0.1], [0.1, 0.0, 0.0], [-0.2, 0.1, -0.1], [0.3, -0.2, 0.1], [0.1, 0.1, -0.3], [0.1, -0.1, -0.3], [0.1, 0.1, -0.2], [0.1, -0.1, -0.1], [0.3, 0.4, 0.2], [-0.3, -0.2, -0.2], [-0.3, -0.1, 0.0], [-0.2, 0.3, -0.1], [0.3, -0.3, -0.2], [-0.2, -0.1, 0.3], [-0.4, -0.2, 0.8], [0.0, 0.0, 0.2], [0.2, 0.0, 0.0], [0.0, -0.1, 0.0], [0.1, -0.7, -0.1], [-0.1, 0.0, -0.5], [0.3, 0.1, -0.2], [-0.3, 0.4, -0.1]],
  "multiplicity": 1,
  "lumo_energy_ev": 0.149,
  "homo_lumo_gap_ev": 8.91,
  "total_energy_ev": -60065.009
}

=====

Record 3
{
  "formula": "C2HN5O",
  "method": "ωB97M-V with the def2-TZVPD basis set",
  "symbols": ["O", "C", "N", "N", "C", "N", "N", "N", "H"],
  "positions_angstrom": [[-1.556, -0.864, 0.998], [-1.233, -0.511, -0.162], [-1.172, 0.810, -0.706], [-0.108, 1.348, -0.457], [0.806, 0.777, 0.434], [1.299, -0.488, 0.481], [0.958, -1.313, -0.613], [-0.300, -1.110, -1.054], [1.307, 1.351, 1.080]],
  "atomic_forces_ev_per_a": [[0.2, 1.0, -5.0], [2.0, -0.8, 4.9], [-2.5, -0.3, -1.3], [1.9, 1.7, 1.5], [-0.2, -5.6, -2.1], [-0.9, 1.4, -1.6], [-4.5, 3.4, 0.0], [2.5, -3.6, 1.3], [1.4, 2.8, 2.3]],
  "multiplicity": 1,
  "lumo_energy_ev": -1.915,
  "homo_lumo_gap_ev": 8.39,
  "total_energy_ev": -11581.639,
  "relative_energy_ev": 4.3695
}

=====

Record 4
{
  "formula": "H2I3P2",
  "method": "ωB97M-V with the def2-TZVPD basis set",
  "symbols": ["P", "P", "I", "I", "I", "H", "H"],
  "positions_angstrom": [[0.575, 0.460, 1.632], [0.894, 0.352, -0.421], [-2.921, -3.261, -1.541], [-0.723, -1.761, -1.625], [-0.180, 2.226, -1.602], [1.907, 0.199, 1.676], [0.448, 1.784, 1.881]],
  "atomic_forces_ev_per_a": [[-1.6, -1.3, 0.3], [-0.9, 0.8, -1.9], [0.0, 0.2, 0.2], [0.3, -0.1, -0.2], [0.6, -0.9, 0.9], [1.4, 0.0, 0.6], [0.1, 1.4, 0.2]],
  "multiplicity": 1,
  "lumo_energy_ev": -7.181,
  "homo_lumo_gap_ev": 5.94,
  "charge": 1,
  "total_energy_ev": -42903.503,
  "relative_energy_ev": 1.7949
}